1.
The following is a DFT calculation (wB97M-V/def2-TZVPD) of C4H4Br2O2 as an isolated structure.

* electronic energy: -5453.28091 Eh
* highest occupied orbital energy: -9.1 eV
* ΔE to the lowest compared entry with this formula, charge and spin: 66.1 kJ/mol
* orbital gap: 9.7 eV

ORCA input file:
```
! RIJCOSX wB97M-V def2-TZVPD def2/J DEFGRID3
* xyz 0 1
C 1.2954 -1.6735 0.1909
C -0.4178 0.1213 -0.0239
C 0.5189 1.1747 -0.4450
C -1.7470 0.2921 0.2831
O 2.0025 -1.1398 0.9712
O 0.1130 -1.1874 -0.1839
Br -2.5285 1.9838 0.4132
Br -2.9250 -1.1384 0.5930
H 1.3194 -2.5773 -0.3100
H 0.8864 0.7922 -1.4069
H 1.3626 1.2261 0.2455
H 0.1201 2.1263 -0.3273
*
```

2.
The following is a DFT calculation (wB97M-V/def2-TZVPD) of C4H4Br3NO as an isolated structure.

* electronic energy: -8006.68637 Eh
* highest occupied orbital energy (alpha / beta): -8.5 / -9.9 eV
* <S²>: 2.02
* orbital gap (alpha / beta): 8.8 / 7.7 eV

ORCA input file:
```
! RIJCOSX wB97M-V def2-TZVPD def2/J DEFGRID3
* xyz 0 3
C -0.3503 -1.2725 0.3400
C 1.0010 -0.6143 0.3313
C 0.9640 0.8327 -0.0638
C -1.4140 -0.6416 -0.3850
N -0.0648 1.4897 0.6526
O -0.5104 -2.2209 1.0748
Br -1.5269 0.3241 -1.9038
Br -3.0955 -1.2053 0.2090
Br -0.7622 2.9006 -0.1565
H 1.4459 -0.7800 1.4269
H 1.7025 -1.0792 -0.4064
H 1.8698 1.3784 0.0055
H 0.7408 0.8883 -1.1245
*
```

3.
The following is a DFT calculation (wB97M-V/def2-TZVPD) of C4H4Br4 as an isolated structure.

* electronic energy: -10450.75663 Eh
* highest occupied orbital energy: -9.0 eV
* ΔE to the lowest compared entry with this formula, charge and spin: 201.1 kJ/mol
* orbital gap: 9.3 eV

ORCA input file:
```
! RIJCOSX wB97M-V def2-TZVPD def2/J DEFGRID3
* xyz 0 1
C -0.9417 0.4252 0.6485
C -1.0834 -0.4917 -0.6362
C 0.5051 0.7036 0.3625
C 0.9782 -0.5203 -0.4664
Br 0.9373 2.2460 -0.6436
Br 1.6470 0.7844 2.0530
Br 1.1095 -2.1348 0.5185
Br 2.1216 -0.4390 -1.9401
H -1.7981 1.1384 0.5684
H -0.8693 -0.1087 1.5721
H -1.3997 -1.4694 -0.3109
H -1.2066 -0.1337 -1.7257
*
```